2 unconnected molecules or ions with the total composition C3H11N3 at a distorted geometry, computed with ωB97M-V/def2-TZVPD.

```
17
Properties=species:S:1:pos:R:3:forces:R:3:nbo_charge:R:1
C 2.580 -0.250 0.318 1.8222 2.6714 -1.6110 0.180
C 0.397 0.833 -0.284 -0.2506 -2.8272 -0.3948 -0.085
C -2.666 0.507 0.108 1.3217 -2.0358 -1.3365 -0.027
N 1.861 0.719 -0.169 0.4100 -0.6197 0.1113 -0.420
N -0.232 -1.604 -0.191 1.9640 1.0827 -0.0202 -0.637
N -0.379 -0.281 0.193 -3.2979 0.4689 3.5620 -0.343
H 2.161 -1.068 0.751 -2.0089 -2.0686 1.2357 0.222
H 3.709 -0.397 0.321 -1.3077 1.2973 -0.5078 0.293
H -0.034 1.677 0.164 0.1065 1.4461 1.0811 0.262
H 0.120 0.891 -1.286 0.4026 0.4952 -2.2344 0.238
H -2.514 0.983 -0.766 0.6910 1.9566 -2.4785 0.196
H -3.360 -0.246 0.093 -1.1552 -2.6226 -0.5375 0.211
H -2.622 0.839 1.028 0.8320 2.5919 4.3571 0.185
H 2.171 1.543 -0.693 1.4527 -0.3522 0.3679 0.471
H -0.215 -1.642 -1.178 -0.3524 -0.8466 -1.0318 0.398
H -0.617 -2.353 0.368 -0.3425 0.3946 -0.0107 0.441
H -0.360 -0.149 1.222 -0.2875 -1.0317 -0.5518 0.417
```
Positions in Å, forces in eV/Å.

For the LUMO energy (alpha / beta), the calculation gives -10.4 / -10.0 eV. As for the spin multiplicity: 1. Its charge is +2. Its HOMO-LUMO gap (alpha / beta) is 7.490 / 8.024 eV. For the highest occupied orbital energy (alpha / beta), the calculation gives -17.86 / -18.07 eV.

=====

2 unconnected molecules or ions with the total composition C3H11N3O at a distorted geometry, computed with ωB97M-V/def2-TZVPD.

```
18
Properties=species:S:1:pos:R:3:forces:R:3:nbo_charge:R:1
C 3.591 -0.826 0.896 -2.0364 -0.5472 1.4962 -0.475
C 2.374 0.380 -0.944 1.2683 -0.0482 -1.2728 -0.491
C -4.502 0.551 0.263 -0.8775 -1.3295 3.0015 -0.245
N 1.192 -0.970 0.628 -1.3888 -0.6256 0.3781 -0.250
N -2.300 0.378 -0.531 -1.4797 -1.0315 -1.2436 -0.553
N 2.225 -0.565 0.233 2.1386 1.4892 0.1592 -0.060
O -3.166 0.192 0.614 0.2742 -0.5758 -0.9059 -0.425
H 4.293 -0.152 0.541 1.2701 1.3551 -0.3635 0.194
H 3.530 -0.864 2.010 -0.2971 0.3071 -0.9995 0.226
H 3.838 -1.785 0.567 0.6351 -1.6462 -0.4852 0.210
H 1.675 1.232 -0.813 0.8387 -0.4303 0.0188 0.230
H 3.503 0.630 -1.140 -2.3366 0.0314 0.6143 0.201
H 2.074 -0.175 -1.849 -0.1216 0.1696 0.4175 0.219
H -5.210 0.027 1.078 1.6384 1.0226 -1.8332 0.178
H -4.854 0.294 -0.712 0.2134 -0.5294 -0.7546 0.178
H -4.605 1.595 0.406 -0.2819 1.2621 -0.0267 0.170
H -1.385 0.603 -0.191 0.3674 -0.2902 0.5755 0.357
H -2.272 -0.547 -1.057 0.1755 1.4170 1.2241 0.337
```
Positions in Å, forces in eV/Å.

For the LUMO energy, the calculation gives 0.8 eV. As for the spin multiplicity: 1. Its charge is 0. Its HOMO-LUMO gap is 8.668 eV. For the highest occupied orbital energy, the calculation gives -7.89 eV.

=====

2 unconnected molecules or ions with the total composition C3H11N3O at a distorted geometry, computed with ωB97M-V/def2-TZVPD.

```
18
Properties=species:S:1:pos:R:3:forces:R:3:nbo_charge:R:1
N 1.806 1.309 0.783 0.4861 -1.5942 0.2764 -0.868
C 2.634 0.191 -0.079 -0.6861 0.2881 0.8929 0.157
O 2.446 -0.821 0.755 0.3107 -0.5219 -0.5846 -0.867
H 1.966 0.499 1.575 -0.1850 1.9704 -0.8392 0.477
H 0.809 1.232 0.514 0.1131 0.0760 -0.0070 0.442
H 2.162 2.259 0.798 -0.0272 -0.0470 0.4813 0.395
H 3.654 0.605 -0.143 -0.0586 -0.0219 -0.1319 0.127
H 2.139 0.166 -1.063 0.1197 -0.1114 -0.0329 0.134
C -2.913 -0.591 -0.741 0.1502 -0.0399 0.0853 -0.699
C -1.842 0.404 -0.405 0.1098 -0.1648 0.0365 0.023
N -0.699 0.131 0.097 -0.2276 0.1955 -0.0322 -0.278
N -0.367 -1.137 0.442 -0.1989 -0.1914 -0.0703 -0.664
H -2.553 -1.339 -1.456 -0.0099 0.0168 0.0196 0.218
H -3.777 -0.097 -1.179 0.0189 -0.0134 0.0185 0.228
H -3.235 -1.129 0.156 -0.0005 -0.0102 -0.0134 0.228
H -2.033 1.457 -0.572 0.0380 0.0259 -0.0613 0.178
H -0.846 -1.889 -0.040 0.0182 0.1241 -0.0032 0.344
H 0.647 -1.250 0.557 0.0292 0.0194 -0.0345 0.426
```
Positions in Å, forces in eV/Å.

For the LUMO energy, the calculation gives 0.9 eV. As for the spin multiplicity: 1. Its charge is 0. As for the SMILES: [NH3+]C[O-].C/C=N\N. Its HOMO-LUMO gap is 9.387 eV. For the highest occupied orbital energy, the calculation gives -8.46 eV.

=====

3 unconnected molecules or ions with the total composition C3H11N3O at a distorted geometry, computed with ωB97M-V/def2-TZVPD.

```
18
Properties=species:S:1:pos:R:3:forces:R:3:nbo_charge:R:1
C -1.194 -0.397 -2.071 0.3270 -0.2137 -0.1804 -0.442
N 0.783 -1.402 -0.440 -1.0331 0.1357 -0.2686 -0.147
N -1.049 -0.873 -0.700 1.8406 -1.0723 -0.5054 -0.520
O 1.375 -2.554 -0.969 -1.1092 0.5235 0.0688 -0.529
H 1.905 -2.229 -1.711 -0.1792 0.0745 0.0171 0.479
H 0.538 -1.711 0.502 0.0306 0.0838 -0.0062 0.345
H -1.718 -1.619 -0.506 0.2283 -0.1904 0.0037 0.373
H -2.181 0.043 -2.237 0.0676 -0.0305 0.1929 0.224
H -1.059 -1.211 -2.789 -0.0308 0.0544 0.0218 0.195
H -0.431 0.360 -2.247 -0.0876 0.0357 0.0187 0.219
C 0.894 2.068 2.275 0.0065 0.0232 -0.2301 -0.670
C 0.192 1.153 1.296 0.5834 -0.8996 0.5401 0.047
N -1.026 1.107 1.071 -1.0214 -0.6611 -1.4414 -0.684
H -1.162 0.057 0.097 0.3320 1.4841 1.7345 0.399
H 0.887 0.350 0.889 0.0404 0.5606 -0.0527 0.081
H 0.186 2.769 2.714 0.0075 0.0089 0.0056 0.219
H 1.367 1.474 3.059 -0.0182 0.0067 0.0486 0.206
H 1.692 2.614 1.766 0.0156 0.0764 0.0330 0.205
```
Positions in Å, forces in eV/Å.

For the LUMO energy (alpha / beta), the calculation gives -0.5 / -0.5 eV. As for the spin multiplicity: 1. Its charge is 0. Its HOMO-LUMO gap (alpha / beta) is 6.304 / 6.290 eV. For the highest occupied orbital energy (alpha / beta), the calculation gives -6.78 / -6.77 eV.

=====

A single C3H11N3O molecule at a distorted geometry, computed with ωB97M-V/def2-TZVPD.

```
18
Properties=species:S:1:pos:R:3:forces:R:3:nbo_charge:R:1
C -2.396 -0.649 0.731 0.2554 -0.4366 0.2178 -0.424
N -1.497 -0.642 -0.413 1.0644 -1.3094 -0.4288 -0.514
N 0.001 -1.106 -0.002 -4.5314 1.1257 -0.6871 -0.479
C 0.422 0.234 0.133 5.6605 -0.7767 0.9808 0.133
C 0.510 1.190 -1.033 0.0150 0.1210 0.1318 -0.664
N 2.060 -0.332 0.482 -2.0032 2.3364 -0.2971 -0.376
O 2.907 0.847 0.534 0.3136 -0.6746 -0.2733 -0.619
H -3.420 -0.433 0.405 0.2549 0.0086 -0.1613 0.207
H -2.109 0.137 1.434 0.0012 -0.1024 -0.0544 0.189
H -2.404 -1.608 1.259 -0.0206 0.0388 0.0989 0.181
H -1.834 -1.269 -1.145 0.1980 -0.0174 0.4161 0.355
H 0.455 -1.484 -0.835 -0.4301 0.1301 -0.0204 0.362
H 0.111 0.704 1.067 -0.2884 -0.1278 -0.1967 0.183
H 0.653 0.667 -1.983 -0.1166 -0.0365 0.1143 0.206
H 1.367 1.859 -0.888 -0.1199 -0.1893 0.0975 0.238
H -0.382 1.819 -1.088 0.0554 -0.2304 -0.0879 0.228
H 1.969 -0.569 1.472 0.0192 -0.0320 -0.2086 0.329
H 3.586 0.635 -0.129 -0.3273 0.1725 0.3584 0.464
```
Positions in Å, forces in eV/Å.

For the LUMO energy, the calculation gives 1.1 eV. As for the spin multiplicity: 1. Its charge is 0. As for the SMILES: CNN[C@H](C)NO. Its HOMO-LUMO gap is 9.956 eV. For the highest occupied orbital energy, the calculation gives -8.86 eV.

=====

2 unconnected molecules or ions with the total composition C3H11N3O, computed with ωB97M-V/def2-TZVPD.

```
18
Properties=species:S:1:pos:R:3:forces:R:3:nbo_charge:R:1
N -0.621 1.485 -3.271 0.1767 0.1394 -0.1187 -0.854
C -0.275 1.133 -1.926 -0.2352 -0.0449 -0.0475 -0.050
C 0.974 0.818 -1.625 0.6145 0.0738 -0.1053 -0.030
N 1.448 0.449 -0.329 -0.4545 0.0578 0.1145 -0.857
H -0.962 2.439 -3.315 0.0093 -0.0221 0.0033 0.361
H -1.362 0.897 -3.626 -0.0728 -0.0697 0.0062 0.360
H -1.084 1.138 -1.196 0.2683 -0.1129 0.2632 0.169
H 1.725 0.860 -2.413 -0.2256 0.0470 -0.2434 0.170
H 2.232 1.023 -0.044 -0.0393 -0.0055 -0.0426 0.369
H 1.772 -0.511 -0.331 0.0266 0.0418 0.0258 0.363
N 0.429 -0.565 2.774 -0.1036 -0.1724 0.0574 -0.827
C -0.357 -1.073 1.688 0.0583 0.2291 0.5499 0.093
O -1.415 -1.904 2.188 -0.1551 -0.0805 -0.4064 -0.748
H -0.127 0.074 3.329 0.0069 0.0284 0.0175 0.357
H 0.709 -1.322 3.391 0.0164 0.0326 -0.1175 0.357
H -0.762 -0.218 1.150 0.0099 -0.0476 -0.1556 0.164
H 0.295 -1.642 1.027 -0.0525 -0.1465 -0.1027 0.141
H -1.953 -2.187 1.432 0.1517 0.0522 0.3019 0.463
```
Positions in Å, forces in eV/Å.

For the LUMO energy, the calculation gives 0.8 eV. As for the spin multiplicity: 1. Its charge is 0. As for the SMILES: N/C=C/N.NCO. Its HOMO-LUMO gap is 10.208 eV. For the highest occupied orbital energy, the calculation gives -9.38 eV.